(1)
Computed, not measured: C27H34NNbO4P as an isolated structure in a non-equilibrium geometry, with ωB97M-V with the def2-TZVPD basis set.

**Net charge**: -1
**2S+1**: 1
**Kohn-Sham gap**: 0.2168 hartree

CARTESIAN COORDINATES (ANGSTROEM)
H 4.456 -5.830 -4.882
O -3.133 -1.368 -0.532
H 1.828 4.663 -1.714
C 3.479 -5.388 -5.053
C 0.152 -0.555 -1.161
H -3.055 5.514 3.948
H -4.044 -3.553 1.748
C 1.391 3.618 -1.936
C -1.966 -3.575 1.191
C -0.906 4.582 0.867
H -3.583 -3.898 4.158
C 0.979 -4.247 -5.494
C -2.455 5.252 3.082
C 2.517 4.207 4.617
H 5.643 2.902 4.849
H 1.175 3.916 2.962
H -1.622 1.594 -0.413
H 0.168 -3.630 0.932
C 0.506 2.637 -2.050
C -3.020 -3.648 2.097
O -0.276 -1.931 -1.435
H -0.664 0.472 -3.745
H -0.787 -3.017 -2.897
C -1.449 -3.972 3.897
H -2.136 3.224 3.725
H -2.632 -0.745 0.061
C 2.155 3.697 3.374
C -2.762 -3.844 3.451
P -3.228 -0.494 -2.022
H 3.084 -6.562 -6.811
H -3.343 -1.247 -4.172
H -2.611 7.203 2.190
H -1.248 -4.131 4.952
H 1.820 4.824 5.175
H 0.862 -5.541 -7.209
H -2.221 2.364 -2.865
N -4.560 0.437 -2.054
H 2.769 2.515 1.685
C 4.305 2.621 3.188
H -5.069 0.263 -1.156
C 1.744 -3.843 -4.404
C -0.654 -3.693 1.638
H 0.065 -0.430 -0.009
H 5.001 2.002 2.631
Nb -1.160 1.064 -2.106
C -2.204 6.201 2.095
C 2.710 -5.797 -6.138
O -3.221 -1.657 -3.287
C -1.936 3.966 2.958
C 4.666 3.128 4.433
H 3.595 -4.095 -3.337
H 1.241 -0.373 -1.521
H -0.755 2.630 1.756
H 1.365 -3.085 -3.725
H -2.168 -3.423 0.136
C 3.050 2.908 2.657
C -0.395 -3.894 2.992
H 4.058 4.326 6.114
C 1.460 -5.225 -6.360
C 3.774 3.925 5.146
C -1.432 5.865 0.987
O -0.256 -2.184 -2.772
C 2.996 -4.412 -4.185
H 0.006 -3.798 -5.669
C -1.161 3.631 1.852
H -0.298 4.322 0.007
H 0.628 -3.990 3.340
H -1.238 6.604 0.216

(2)
Computed, not measured: C27H35BO3S as an isolated structure in a non-equilibrium geometry, with ωB97M-V with the def2-TZVPD basis set.

**2S+1**: 1
**Relative energy (zero: lowest compared OMol25 entry of this formula, charge and spin)**: 24.7 kcal per mole
**Kohn-Sham gap**: 0.2122 hartree

CARTESIAN COORDINATES (ANGSTROEM)
H -2.051 3.407 -3.644
C -0.255 2.904 2.572
C 1.907 -0.293 2.369
H -2.976 -1.020 0.981
C 1.285 -0.566 -1.145
C 1.871 -3.205 -0.497
C -0.956 4.031 3.228
H 3.360 -3.777 -3.065
H 4.857 -1.572 1.199
C 3.152 -0.358 1.707
H -0.570 4.978 2.836
H 4.502 -2.538 -2.521
H 4.091 -4.396 1.544
H -5.408 1.544 -2.675
C -4.849 2.173 -1.972
C 3.746 -3.253 -2.180
O -0.967 -0.833 1.645
C 3.932 -1.503 1.781
H 1.921 1.681 0.308
C 2.646 -2.542 -1.454
C -2.557 1.402 -3.022
H 2.929 -0.696 -2.530
H 3.501 0.486 1.109
H -3.372 2.653 0.198
H -2.740 0.667 -5.038
H 0.309 -3.055 0.986
H 0.994 0.445 -1.428
C -1.544 2.472 -3.373
C 0.588 -1.194 -0.097
H -1.465 -0.300 -0.417
O -1.791 0.203 -2.689
H -0.794 3.997 4.311
H -0.959 2.143 -4.242
B -2.385 -0.240 -1.544
C 1.580 -1.307 3.280
H 4.227 -3.998 -1.537
C -3.394 1.053 -4.248
C 1.228 1.797 1.139
H -4.152 0.292 -4.017
C -0.496 -0.424 0.493
C 0.981 0.781 2.060
C 0.877 -2.548 0.206
H -2.672 -0.949 2.755
S -0.125 1.356 3.299
C -2.315 -1.333 1.798
C 0.472 2.964 1.385
C 2.364 -2.453 3.353
C 2.338 -1.214 -1.772
H -4.816 3.195 -2.367
H -2.245 -2.426 1.829
C -2.735 2.536 -0.690
H 0.497 3.866 0.770
H 5.359 -3.696 2.565
C 3.516 -2.586 2.565
H -3.897 1.942 -4.649
H -2.547 3.539 -1.099
H 2.064 -3.278 4.004
C 4.277 -3.878 2.500
H -5.393 2.201 -1.022
H -0.842 2.672 -2.552
H -1.775 2.103 -0.362
H -2.033 3.988 3.028
C -3.451 1.655 -1.728
H 0.692 -1.206 3.905
H 3.978 -4.548 3.313
O -3.591 0.317 -1.173
H 2.077 -4.256 -0.271

Number 1: HOMO energy -4.9 eV. Number 2: HOMO energy -5.9 eV.